# C22H28F6N3O5S4W

A structure of composition C22H28F6N3O5S4W (ωB97M-V/def2-TZVPD, OMol25).

For the HOMO energy (spin up / spin down), the calculation gives -16.86 / -16.87 eV. Its strongest force on any atom is 0.55 eV/A. For the total energy, the calculation gives -99416.677 eV. Its charge is +3.

Each line ends with the natural charge from an NBO analysis.
Cartesian coordinates (Å):
W -0.49996 0.30039 -0.86478  1.48
C -2.73026 -0.29779 1.36816  -0.43
N -1.26286 -0.52871 1.16675  -0.49
C -1.12077 -2.01374 1.06710  -0.24
C 0.28536 -2.37138 0.71107  -0.25
N 0.59845 -1.79720 -0.62465  -0.47
C 0.11424 -2.78202 -1.66785  -0.41
C 2.05129 -1.76516 -0.81480  0.09
C 2.92354 -2.72325 -0.32099  -0.19
C 4.27586 -2.63048 -0.64086  -0.18
C 4.74737 -1.61412 -1.46326  -0.17
C 3.86874 -0.66623 -1.97347  -0.18
C 2.52787 -0.75651 -1.62619  -0.25
S 1.35626 0.45033 -2.11769  0.24
C -0.43779 0.01382 2.31859  -0.12
C -0.50988 -0.83499 3.55546  0.00
C 0.33970 -0.95131 4.59005  -0.30
C 1.57496 -0.27794 4.92882  0.07
C 2.61264 0.27989 4.23291  -0.45
C 2.87407 0.25582 2.88662  0.03
S 3.29576 0.22228 1.44734  0.61
H -3.06103 -0.77901 2.28991  0.22
H -2.97576 0.75469 1.40579  0.23
H -3.26908 -0.74695 0.53763  0.25
H -1.41210 -2.48862 2.00395  0.24
H -1.82591 -2.36062 0.31394  0.25
H 0.99223 -1.97478 1.43903  0.22
H 0.40847 -3.45520 0.69555  0.25
H 0.68161 -3.70485 -1.55389  0.23
H -0.94204 -2.98452 -1.54379  0.23
H 0.29781 -2.37049 -2.65745  0.24
H 2.58441 -3.55084 0.28806  0.24
H 4.96122 -3.37523 -0.25898  0.26
H 5.79725 -1.56653 -1.71886  0.26
H 4.21921 0.12409 -2.62522  0.26
H -1.45000 -1.35795 3.70034  0.23
H -0.02966 -1.54748 5.41745  0.27
H 1.71334 -0.20556 6.00443  0.27
H 3.40111 0.76798 4.80570  0.32
F -2.97163 -1.14188 -5.38166  -0.25
C -2.20869 -1.40147 -4.35943  0.79
F -2.02414 -2.69686 -4.20469  -0.28
F -1.03521 -0.78392 -4.46736  -0.30
S -3.01531 -0.76696 -2.80826  2.22
O -1.93131 -0.95024 -1.76256  -1.00
O -4.19223 -1.49148 -2.53648  -0.79
N -3.22012 0.77482 -3.10597  -1.13
S -2.40216 1.78246 -2.27777  2.18
O -2.53609 1.61442 -0.81442  -0.93
O -0.93457 1.76736 -2.51838  -0.91
C -3.06115 3.44136 -2.84616  0.84
F -2.39414 4.34125 -2.14659  -0.28
F -4.33731 3.47903 -2.58026  -0.25
F -2.81313 3.54658 -4.12286  -0.25
C 1.49958 3.37806 -1.17440  -0.65
C 0.52926 3.37370 -0.03623  -0.05
O -0.06055 2.04553 0.41508  -0.61
C -0.96241 2.39136 1.52491  -0.08
C -0.85218 1.43311 2.69569  -0.44
H 1.80173 4.42581 -1.26313  0.28
H 1.06579 3.09329 -2.12701  0.24
H 2.40111 2.80278 -0.97073  0.22
H -0.33215 4.00662 -0.24757  0.21
H 1.02308 3.72743 0.86746  0.21
H -1.96773 2.45561 1.12204  0.22
H -0.68320 3.38505 1.86106  0.24
H 0.57499 0.05981 1.92860  0.21
H -1.81265 1.41990 3.21403  0.25
H -0.12318 1.79764 3.42115  0.24